<P>
The following is a quantum chemistry calculation of C6H10N2O2 as an isolated structure, from OMol25.

2S+1 = 1
HOMO level = -9.976 eV
LUMO level = 0.31 eV
Orbital gap = 10.284 eV

Structure (XYZ):
```
20
Properties=species:S:1:pos:R:3:mulliken_charge:R:1
O 0.9663 1.2142 -0.0636 -0.515
C 0.7645 -0.1331 0.2302 0.905
C 2.0398 -0.8756 0.0622 -0.038
N 2.9449 -1.4488 -0.3917 -0.501
C -0.0574 -0.5602 1.4876 -0.445
C -1.3090 0.3156 1.3541 -0.649
C -1.6004 0.0671 -0.1519 -0.702
C -0.4302 -0.8766 -0.4445 -0.241
N -0.4811 -1.7825 0.7420 -0.623
H 1.4377 1.6562 0.6518 0.289
H 0.4164 -0.6803 2.4671 0.452
H -2.1039 -0.0498 2.0146 0.362
H -1.1136 1.3695 1.5860 0.275
H -2.5490 -0.4559 -0.3207 0.378
H -1.5704 0.9677 -0.7747 0.260
H -0.3514 -1.3283 -1.4384 0.464
H 0.2848 -2.4553 0.7052 0.338
O 0.6273 1.7925 -2.8010 -0.666
H 0.5926 1.8765 -1.8360 0.339
H 1.4921 1.3870 -3.0780 0.318
```

<Q>
The following is a quantum chemistry calculation of one molecule with the formula C6H10N2O2, from OMol25.

2S+1 = 1
HOMO level = -9.509 eV
LUMO level = 0.19 eV
Orbital gap = 9.696 eV
SMILES string = C[C@@]1([C@@]([NH3+])([O-])O)C[C@H]1C#N

Structure (XYZ):
```
20
Properties=species:S:1:pos:R:3:mulliken_charge:R:1
C -0.9310 -0.9665 -0.8746 -1.693
C 0.1847 -0.2031 -0.1982 0.950
C -0.1884 1.0222 0.6531 0.649
N -1.1540 0.4331 1.8486 -0.457
O 0.7084 1.7488 1.1477 -0.765
O -1.3661 1.7804 -0.0373 -0.643
C 1.3911 -0.9592 0.2589 -0.920
C 1.5097 -0.0332 -0.9333 -0.167
C 1.6817 -0.5671 -2.2629 0.015
N 1.8296 -0.9875 -3.3317 -0.496
H -0.5334 -1.8050 -1.4608 0.475
H -1.6198 -1.3955 -0.1337 0.323
H -1.5005 -0.3145 -1.5489 0.316
H -0.8687 -0.4736 2.2120 0.303
H -1.1173 1.0948 2.6223 0.323
H -2.1555 0.6733 1.3563 0.406
H -1.2204 2.7017 0.2045 0.312
H 1.8958 -0.6205 1.1634 0.300
H 1.4128 -2.0333 0.0766 0.333
H 2.0413 0.9047 -0.7621 0.436
```

<R>
The following is a quantum chemistry calculation of a 2-piece molecular cluster, C6H10N2O2 overall, from OMol25.

2S+1 = 1
HOMO level = -10.180 eV
LUMO level = 0.56 eV
Orbital gap = 10.744 eV
SMILES string = N#C[C@H](CC=O)N1CC1.O

Structure (XYZ):
```
20
Properties=species:S:1:pos:R:3:mulliken_charge:R:1
N -0.2356 0.7452 -1.6885 -0.586
C 0.5088 0.3854 -0.8603 0.094
C 1.6996 -0.0934 -0.1007 0.375
C 2.9679 0.6468 -0.5444 -0.639
C 4.1649 0.0574 0.1523 0.001
O 5.2024 -0.1983 -0.4172 -0.485
N 1.9606 -1.5168 -0.2015 -0.257
C 0.8946 -2.4868 -0.3282 -0.343
C 1.8115 -2.2108 -1.4674 -0.506
H 1.4962 0.1281 0.9589 0.343
H 2.9042 1.7105 -0.2665 0.427
H 3.1124 0.5763 -1.6295 0.268
H 4.0667 -0.1142 1.2456 0.350
H 1.0141 -3.3908 0.2708 0.252
H -0.1313 -2.1172 -0.4140 0.225
H 1.4022 -1.6488 -2.3122 0.247
H 2.6123 -2.9092 -1.7155 0.256
O -2.1770 0.8454 0.4051 -0.675
H -1.5618 1.2835 1.0154 0.294
H -1.9669 1.1313 -0.5665 0.361
```

The winner here is <P>, beating the second structure by 16.7 kJ/mol.